Entry i
Density functional theory data (ωB97M-V/def2-TZVPD) for 8 unconnected molecules or ions with the total composition C24H48O24.

Computed properties:
* HOMO-LUMO gap: 10.982 eV
* SMILES: COC(=O)OC.COC(=O)OC.COC(=O)OC.COC(=O)OC.COC(=O)OC.COC(=O)OC.COC(=O)OC.COC(=O)OC
* HOMO energy: -10.469 eV

ORCA input file:
```
! wB97M-V def2-TZVPD RIJCOSX def2/J DEFGRID3
* xyz 0 1
C 0.84 1.41 -4.28
O 0.14 1.09 -5.43
C 0.81 1.14 -6.58
O 2.00 1.45 -6.77
O -0.09 0.82 -7.53
C 0.20 0.95 -8.90
H 0.19 1.31 -3.41
H 1.22 2.43 -4.34
H 1.57 0.63 -4.07
H 0.23 1.99 -9.21
H -0.60 0.61 -9.55
H 1.11 0.47 -9.28
C -1.44 -2.91 -0.30
O -1.45 -3.05 1.08
C -0.38 -3.49 1.79
O -0.25 -3.38 2.99
O 0.42 -4.24 0.98
C 1.40 -5.19 1.61
H -2.44 -2.58 -0.59
H -1.26 -3.93 -0.65
H -0.67 -2.22 -0.63
H 0.96 -5.84 2.37
H 2.23 -4.62 2.03
H 1.73 -5.91 0.85
C -3.05 2.37 6.07
O -1.86 2.23 6.76
C -0.98 1.35 6.47
O -0.99 0.57 5.54
O -0.02 1.42 7.40
C 1.03 0.42 7.43
H -3.92 1.72 6.16
H -2.74 2.53 5.03
H -3.44 3.31 6.44
H 0.56 -0.52 7.73
H 1.79 0.77 8.12
H 1.46 0.30 6.44
C -5.51 4.55 1.12
O -5.69 3.29 1.75
C -4.74 2.32 1.64
O -3.75 2.31 0.90
O -4.96 1.47 2.56
C -4.04 0.37 2.83
H -4.61 4.99 1.56
H -6.34 5.20 1.37
H -5.40 4.34 0.05
H -3.32 0.67 3.59
H -3.54 -0.06 1.96
H -4.67 -0.34 3.36
C 8.32 1.42 4.08
O 7.41 2.12 3.23
C 7.12 1.82 1.94
O 7.56 0.90 1.28
O 6.35 2.76 1.49
C 5.53 2.67 0.37
H 8.18 0.34 4.08
H 8.13 1.76 5.10
H 9.31 1.59 3.68
H 5.17 3.64 0.03
H 4.63 2.08 0.57
H 5.98 2.20 -0.50
C -2.65 0.88 -1.57
O -3.06 -0.01 -2.48
C -4.26 -0.62 -2.26
O -5.03 -0.53 -1.24
O -4.42 -1.49 -3.27
C -5.64 -2.24 -3.27
H -1.77 1.42 -1.94
H -2.50 0.30 -0.66
H -3.31 1.72 -1.35
H -6.54 -1.62 -3.27
H -5.88 -2.78 -2.35
H -5.68 -2.90 -4.13
C -0.02 0.16 2.23
O 1.26 0.18 1.54
C 1.26 0.47 0.23
O 0.30 0.70 -0.50
O 2.54 0.27 -0.14
C 2.96 0.67 -1.44
H -0.75 -0.56 1.86
H -0.54 1.12 2.26
H 0.01 -0.19 3.26
H 4.00 1.01 -1.50
H 2.34 1.49 -1.81
H 2.80 -0.16 -2.12
C 2.75 -3.37 -1.31
O 1.79 -2.57 -2.06
C 1.16 -2.93 -3.12
O 1.27 -4.00 -3.76
O 0.37 -1.85 -3.48
C -0.57 -1.94 -4.52
H 3.77 -3.12 -1.59
H 2.62 -4.44 -1.43
H 2.58 -3.08 -0.27
H -1.11 -0.99 -4.52
H -1.31 -2.72 -4.33
H -0.12 -2.08 -5.50
*
```


Entry ii
Density functional theory data (ωB97M-V/def2-TZVPD) for a molecular structure, C24H48O24.

Computed properties:
* HOMO-LUMO gap: 8.892 eV
* HOMO energy: -8.388 eV

ORCA input file:
```
! wB97M-V def2-TZVPD RIJCOSX def2/J DEFGRID3
* xyz 0 1
C -1.88 -0.05 -0.39
O -3.27 -0.07 -0.55
C -4.14 -0.27 0.42
O -3.95 -0.04 1.60
O -5.23 -0.72 -0.10
C -6.36 -0.62 0.68
H -1.50 0.75 0.26
H -1.55 0.19 -1.40
H -1.44 -0.96 0.00
H -6.44 0.37 1.11
H -6.46 -1.39 1.44
H -7.25 -0.86 0.08
C -3.49 2.21 -0.52
O -2.68 3.35 -0.30
C -1.89 3.85 -1.23
O -1.86 3.32 -2.37
O -1.03 4.80 -0.69
C 0.15 5.17 -1.34
H -3.99 2.27 -1.48
H -4.20 2.08 0.30
H -2.81 1.36 -0.59
H 0.06 4.80 -2.36
H 0.89 4.50 -0.92
H 0.48 6.21 -1.37
C 2.61 0.89 -2.63
O 3.57 -0.03 -3.03
C 4.92 0.17 -2.97
O 5.51 1.20 -2.66
O 5.53 -0.96 -3.56
C 6.90 -1.08 -3.80
H 1.56 0.62 -2.60
H 2.71 1.78 -3.25
H 2.81 1.19 -1.60
H 7.15 -2.05 -3.39
H 7.45 -0.30 -3.28
H 7.17 -1.01 -4.85
C 0.72 -2.45 5.28
O 0.61 -3.30 4.11
C 1.64 -3.31 3.31
O 2.61 -2.56 3.34
O 1.39 -4.38 2.49
C 2.44 -4.96 1.74
H 1.36 -2.81 6.09
H -0.22 -2.32 5.81
H 1.00 -1.43 5.01
H 2.12 -5.95 1.39
H 3.27 -5.25 2.38
H 2.68 -4.34 0.88
C -1.72 -0.75 2.45
O -2.23 -1.75 1.70
C -1.88 -3.00 1.86
O -1.00 -3.36 2.60
O -2.64 -3.80 1.12
C -3.63 -3.37 0.15
H -1.62 0.13 1.82
H -0.69 -0.90 2.79
H -2.40 -0.59 3.29
H -4.44 -4.10 0.18
H -3.29 -3.36 -0.89
H -4.20 -2.49 0.46
C 1.05 3.04 -3.61
O 1.04 2.87 -5.03
C 1.43 1.79 -5.47
O 2.01 0.87 -4.87
O 1.24 1.79 -6.86
C 1.44 0.59 -7.57
H 0.47 2.19 -3.24
H 0.74 4.04 -3.31
H 2.00 2.83 -3.11
H 0.92 -0.23 -7.08
H 2.49 0.38 -7.38
H 1.14 0.66 -8.62
C 1.58 0.64 2.74
O 0.86 1.43 3.77
C -0.29 1.03 4.25
O -0.91 0.05 3.88
O -0.66 1.78 5.34
C -2.01 1.69 5.87
H 1.12 0.81 1.76
H 1.54 -0.44 2.89
H 2.65 0.84 2.73
H -2.28 2.45 6.60
H -2.07 0.72 6.37
H -2.73 1.59 5.06
C -0.05 1.37 -1.28
O 0.77 0.31 -0.80
C 0.59 -0.37 0.35
O -0.37 -0.27 1.10
O 1.55 -1.33 0.44
C 1.85 -2.00 1.72
H -0.18 2.37 -0.88
H -1.09 1.27 -1.58
H 0.21 1.53 -2.33
H 2.54 -1.39 2.30
H 2.49 -2.87 1.55
H 0.98 -2.30 2.31
*
```


Which structure wins on stability? entry i wins.


Entry i
Density functional theory data (ωB97M-V/def2-TZVPD) for a single C4H5N3O3 molecule.

Computed properties:
* HOMO-LUMO gap: 9.856 eV
* SMILES: CN1C(=O)N/C(=N\O)C1=O
* HOMO energy: -10.142 eV

ORCA input file:
```
! wB97M-V def2-TZVPD RIJCOSX def2/J DEFGRID3
* xyz 0 1
O -1.88 -1.02 -0.74
O 1.39 1.91 -0.23
N -0.55 -1.50 1.91
O 0.35 -1.53 3.05
C -0.80 -0.62 -0.31
C 0.85 0.80 -0.08
C -0.16 -0.69 0.98
N 1.06 0.03 1.09
N -0.19 0.38 -0.93
C -0.49 0.94 -2.25
H 0.52 -2.41 3.43
H 1.41 0.50 1.92
H -1.14 0.38 -2.89
H -0.82 1.95 -2.02
H 0.44 0.89 -2.93
*
```


Entry ii
Density functional theory data (ωB97M-V/def2-TZVPD) for a single C4H5N3O3 molecule.

Computed properties:
* HOMO-LUMO gap (spin up / spin down): 7.688 / 7.691 eV
* HOMO energy (spin up / spin down): -7.865 / -7.867 eV

ORCA input file:
```
! wB97M-V def2-TZVPD RIJCOSX def2/J DEFGRID3
* xyz 0 1
C -0.15 1.74 -0.01
C 1.46 0.24 -1.11
C -1.83 0.06 -0.22
C 2.72 -1.54 0.07
N 0.85 1.04 -0.41
N -1.44 1.23 0.13
N -3.14 -0.32 0.19
O -3.96 -0.51 -0.63
O -3.15 -0.53 1.40
O 2.30 -0.72 -1.04
H 0.00 2.70 0.28
H 3.43 -1.03 0.75
H 3.25 -2.42 -0.39
H 1.82 -1.88 0.62
H -2.15 1.94 0.37
*
```


Entry iii
Density functional theory data (ωB97M-V/def2-TZVPD) for 2 unconnected molecules or ions with the total composition C4H5N3O3.

Computed properties:
* HOMO-LUMO gap (spin up / spin down): 6.787 / 6.468 eV
* HOMO energy (spin up / spin down): -9.491 / -9.403 eV

ORCA input file:
```
! wB97M-V def2-TZVPD RIJCOSX def2/J DEFGRID3
* xyz 0 1
C -1.26 0.59 1.94
C -0.78 -0.65 1.57
C -0.63 0.83 -0.15
C -0.16 1.47 -1.40
N -1.20 1.42 0.83
N -0.44 -0.46 0.28
N 1.87 -1.71 -0.68
O 2.23 -0.58 -0.69
O 2.52 -2.72 -0.79
O 0.58 -2.04 -0.39
H -1.95 0.84 2.68
H -0.50 -1.48 2.13
H -1.04 1.40 -2.15
H 0.22 2.40 -1.33
H 0.54 0.68 -1.83
*
```


Which structure wins on stability? entry i wins.


Entry i
Density functional theory data (ωB97M-V/def2-TZVPD) for 2 unconnected molecules or ions with the total composition C5H14N2O2.

Computed properties:
* HOMO-LUMO gap: 9.081 eV
* SMILES: CN[C@H](CN)CC=O.O
* HOMO energy: -8.408 eV

ORCA input file:
```
! wB97M-V def2-TZVPD RIJCOSX def2/J DEFGRID3
* xyz 0 1
C 0.72 1.23 1.83
N 1.39 0.19 1.11
C 0.85 -0.46 -0.04
C -0.48 -1.25 0.18
C -0.35 -2.70 -0.20
O -0.52 -3.61 0.55
C 0.59 0.59 -1.14
N 0.27 0.09 -2.47
H 1.31 1.53 2.70
H 0.50 2.13 1.23
H -0.30 1.00 2.16
H 2.02 -0.37 1.64
H 1.60 -1.17 -0.44
H -0.79 -1.14 1.23
H -1.33 -0.79 -0.33
H 0.05 -2.65 -1.26
H -0.18 1.28 -0.79
H 1.49 1.22 -1.26
H 0.09 -0.89 -2.47
H 0.95 0.35 -3.17
H -2.11 1.83 -0.29
H -3.18 2.15 0.74
O -2.60 1.45 0.45
*
```


Entry ii
Density functional theory data (ωB97M-V/def2-TZVPD) for 2 unconnected molecules or ions with the total composition C5H14N2O2.

Computed properties:
* HOMO-LUMO gap: 9.461 eV
* SMILES: CCN(C)C.NC(=O)O
* HOMO energy: -8.652 eV

ORCA input file:
```
! wB97M-V def2-TZVPD RIJCOSX def2/J DEFGRID3
* xyz 0 1
C 0.96 1.05 0.70
C -1.48 1.46 0.23
C -0.86 -0.52 1.43
C 2.16 0.13 0.80
N -0.46 0.41 0.36
H 0.82 1.56 1.66
H 1.17 1.83 -0.04
H -1.60 2.04 1.15
H -1.92 -0.81 1.33
H -2.45 1.03 -0.03
H -1.21 2.14 -0.58
H -0.28 -1.44 1.34
H -0.72 -0.10 2.43
H 2.53 -0.12 -0.19
H 3.00 0.67 1.27
H 1.95 -0.76 1.40
C -0.04 -1.35 -1.55
N -0.15 -0.38 -2.51
O -1.19 -2.08 -1.49
O 1.04 -1.89 -1.27
H -0.90 -2.91 -1.06
H -1.09 -0.03 -2.63
H 0.72 0.07 -2.75
*
```


Which structure wins on stability? entry ii wins.